(1)
154
Properties=species:S:1:pos:R:3:mulliken_charge:R:1 method="wB97M-V/def2-TZVPD" e_tot_ev=-76315.81372 multiplicity=1 smiles="COC[C@H](C)N.COC[C@H](C)N.COC[C@H](C)N.COC[C@H](C)N.COC[C@H](C)N.COC[C@H](C)N.NC(N)=O.NC(N)=O.CCO.CCO.CCO.CCO" molar_mass_g_mol=839.22 total_charge=0 e_homo_ev=-8.350
O -2.992 0.022 5.687 -0.379
O -1.680 -2.483 -1.731 -0.612
O -4.799 -6.013 5.684 0.458
O -7.414 -9.624 3.457 -0.507
O -0.952 -8.857 3.107 -0.591
O -5.997 -3.092 1.799 -0.042
O -2.625 -4.947 -1.162 -0.492
O -0.281 -6.591 -0.711 -0.475
O 1.012 -0.822 3.457 -0.451
O -0.656 -5.244 2.830 0.083
O 1.474 -3.749 1.636 -0.778
O -0.363 -4.850 7.616 -0.187
N 3.098 -3.026 4.053 -0.670
N 1.037 -1.757 0.696 -0.195
N -1.482 -7.236 4.582 1.343
N -6.925 -4.882 4.028 -0.342
N 0.618 -3.685 -0.524 -0.246
N 1.369 -5.809 5.342 -0.025
N -3.619 -0.160 9.324 -0.739
N -5.566 -7.419 9.051 -0.767
N -1.257 -9.357 5.377 -0.310
N -6.302 -8.095 1.437 -0.673
C 1.048 -4.810 7.530 -1.053
C -2.921 0.124 8.063 0.360
C 1.517 -1.267 4.746 -0.309
C -6.956 -3.428 4.037 0.363
C -0.267 -8.705 0.447 -1.174
C -0.255 -0.222 3.558 -0.540
C -1.867 -3.094 2.895 0.155
C 2.965 -1.690 4.675 0.210
C 3.854 -0.674 3.979 -1.646
C -1.799 -4.511 2.347 1.536
C -5.841 -8.708 7.013 -1.570
C 1.049 -3.124 0.643 0.660
C -5.395 -6.189 6.954 -1.461
C -3.902 -5.587 -1.258 0.347
C -2.348 -0.481 -0.536 -0.907
C -6.399 -8.690 3.764 -0.038
C -6.865 -2.230 1.118 -0.875
C -5.132 -7.526 7.640 1.135
C -1.491 -0.420 8.185 -0.596
C -5.854 -2.796 3.190 0.050
C -7.176 -10.936 3.940 -0.589
C -0.926 -3.713 8.246 -0.893
C 1.585 -6.019 6.775 0.720
C -3.784 -0.200 4.529 -0.439
C -6.729 -2.917 5.475 -1.380
C 0.227 -7.254 0.464 0.630
C -1.289 -8.556 4.248 0.027
C -3.638 -0.475 6.873 -0.162
C -3.412 -5.816 5.785 0.018
C -2.710 -1.493 -1.633 0.045
C 3.062 -6.159 7.103 -1.605
C -4.877 -4.649 -1.948 -1.095
C -4.448 -7.303 2.803 1.119
C -5.422 -8.489 2.604 0.163
H -8.065 -11.528 3.715 0.275
H -3.652 -1.971 -1.358 -0.059
H -7.949 -3.057 3.770 0.407
H -5.003 -6.389 2.614 -0.203
H -0.304 0.699 4.153 0.351
H -5.002 -6.714 9.513 0.267
H 3.613 -5.241 6.912 0.312
H -1.707 -7.074 5.545 -0.080
H -1.825 -3.201 3.984 -0.097
H 4.849 -1.094 3.836 0.436
H -1.600 -1.424 8.602 0.011
H -3.771 -6.475 -1.889 0.324
H 2.598 -3.011 3.166 0.337
H -0.328 -9.116 -0.569 0.323
H -6.569 -1.183 1.211 0.339
H -5.711 -5.178 -2.406 0.456
H -2.651 -5.142 2.602 -0.847
H 3.478 -0.441 2.982 0.215
H -4.933 -3.334 3.439 -0.498
H -1.539 -9.055 6.283 0.107
H -3.561 -1.571 6.828 -0.188
H 3.938 0.234 4.577 0.390
H 3.492 -7.015 6.582 0.436
H -3.193 0.220 -0.513 0.450
H -1.077 -0.531 7.179 -0.041
H -0.574 -0.078 2.533 0.342
H -2.930 1.213 7.984 0.279
H -7.036 -1.869 5.552 0.487
H -6.915 -8.568 6.865 0.338
H 1.395 -3.834 7.158 0.339
H 3.184 -6.377 8.168 0.430
H 0.138 -4.698 2.769 -0.271
H -4.605 0.064 9.216 0.298
H -4.062 -7.373 3.820 -1.191
H -6.802 -5.161 3.047 0.409
H -4.900 -9.430 2.398 0.322
H -5.671 -2.887 5.764 -0.063
H -3.687 -7.454 2.038 0.207
H -6.911 -7.746 3.964 0.241
H -2.960 -5.820 4.795 -0.718
H -5.441 -8.928 6.023 0.346
H 3.354 -1.804 5.692 0.453
H 2.678 -3.768 4.605 0.211
H -2.856 -0.993 -2.595 0.303
H -7.081 -10.983 5.029 0.211
H -6.471 -6.130 6.757 0.396
H -0.981 -2.515 2.628 -0.374
H 1.830 -6.508 4.769 0.213
H -6.877 -2.531 0.068 0.217
H -0.788 0.186 8.746 0.409
H -1.320 -8.832 0.726 0.140
H -1.440 -6.520 3.863 -0.455
H -6.015 -5.197 4.390 -0.279
H -2.086 -3.376 -1.547 0.538
H -1.136 -2.957 7.487 0.097
H -0.070 -7.146 -1.466 0.216
H -5.785 -8.408 0.618 0.266
H -0.996 -10.315 5.226 0.258
H -7.142 -8.661 1.539 0.281
H -7.926 -2.370 1.365 0.271
H 1.428 -4.775 8.566 0.443
H -3.642 -1.262 4.301 -0.145
H -3.158 -4.898 6.326 0.176
H -0.921 -0.874 4.141 -0.092
H -3.587 -1.141 9.584 0.232
H 0.714 -4.670 -0.703 0.153
H -4.043 -7.679 7.685 0.017
H -4.696 -0.213 6.768 0.416
H 1.318 -7.238 0.467 0.281
H 0.831 -2.072 5.030 0.125
H -1.663 -4.504 1.261 -0.530
H 0.368 -5.939 5.213 -0.429
H -4.824 0.127 4.605 0.533
H 1.246 -1.357 1.608 0.159
H -0.208 -3.360 8.992 0.576
H -7.269 -3.513 6.208 0.427
H -1.994 -5.581 -0.778 0.051
H -1.841 -4.009 8.754 0.272
H -5.214 -5.348 7.637 0.468
H 0.060 -3.184 -1.218 0.163
H -5.874 -8.982 4.680 -0.387
H 0.887 -6.781 7.159 0.255
H -6.324 -11.337 3.384 0.285
H -4.268 -5.871 -0.268 -0.071
H 0.667 -1.152 -0.008 0.192
H -1.499 0.153 -0.795 0.341
H -3.319 0.364 3.717 0.276
H -5.778 -9.591 7.654 0.503
H -5.727 -1.712 3.281 0.517
H -0.143 -6.806 1.383 -0.282
H -5.435 -8.311 9.506 0.283
H -2.877 -6.596 6.341 0.074
H 1.347 -0.386 5.383 0.489
H -5.297 -3.953 -1.221 -0.066
H -4.390 -4.037 -2.708 0.336
H -2.182 -1.006 0.397 -0.041
H 0.281 -9.331 1.150 0.368
H -2.758 -2.613 2.494 0.439

---

(2)
160
Properties=species:S:1:pos:R:3:mulliken_charge:R:1 method="wB97M-V/def2-TZVPD" e_tot_ev=-81284.72044 multiplicity=2 e_above_lowest_ev=0.000 molar_mass_g_mol=893.27 s2=0.754 total_charge=+1 e_homo_ev="-9.840 / -9.840"
O 5.554 3.460 -0.008 -0.625
O -0.804 -2.520 -3.064 -0.504
O 5.439 -3.062 4.485 -0.343
O 0.453 1.118 -6.383 -0.363
O 7.009 -1.398 0.798 -0.402
O -7.317 4.110 -3.224 -0.295
O 5.279 2.202 6.580 -0.709
O -4.949 -3.107 -1.138 -0.347
O -5.316 3.424 3.547 -0.329
O -0.038 0.926 0.876 -0.102
O 2.194 -2.090 0.779 -0.470
N 6.937 5.174 -0.780 -0.405
N -1.013 2.362 -3.777 -0.365
N -6.238 1.914 -1.441 -0.591
N 1.774 1.882 3.374 -0.306
N 0.368 -1.942 -0.432 0.140
N -7.963 -4.618 0.726 -0.174
N -1.529 -5.871 -4.544 -0.643
N 3.124 2.193 6.099 -0.344
N 4.539 1.635 4.545 -0.019
N 10.384 -0.375 -0.401 -0.668
N 1.218 -3.909 -0.139 -0.453
N -7.259 1.353 1.202 -0.805
N 2.216 -1.498 3.430 -0.379
N 5.785 5.499 0.994 -0.385
C 2.852 1.340 1.254 0.047
C -6.859 -5.689 -0.927 -1.436
C 0.612 -4.534 -4.601 -1.328
C 0.882 1.185 -5.010 -0.656
C -7.742 4.091 -4.556 -0.742
C 5.999 4.627 -0.028 0.688
C -5.346 0.779 2.462 -0.980
C 2.989 -1.412 5.578 -1.504
C 0.316 2.502 -4.178 0.126
C -0.777 -4.769 -3.945 0.569
C 3.527 -1.699 4.100 1.454
C 1.348 -2.627 0.146 0.376
C -5.850 3.281 -1.567 0.525
C 1.087 0.085 -7.204 -0.654
C 5.814 -0.817 1.271 -0.168
C -1.494 -1.212 -3.092 -0.721
C -4.256 -1.913 -0.707 -0.428
C -5.940 3.796 -2.983 -1.070
C -6.286 -3.186 -0.752 -0.040
C 4.365 1.963 5.832 0.446
C 1.167 2.765 -2.927 -1.041
C -1.219 0.961 0.169 -0.931
C -6.694 -4.534 0.020 0.337
C 9.324 -1.266 0.131 0.547
C 4.044 -3.110 3.958 -0.896
C -6.354 3.190 2.568 -0.293
C -4.359 3.232 -1.009 -0.893
C 9.916 -2.248 1.170 -1.475
C -6.628 1.637 2.494 0.342
C 0.484 2.232 1.161 -0.776
C 1.865 2.283 1.983 -0.438
C -5.352 4.821 3.905 -0.777
C -1.626 -3.484 -3.692 -0.746
C 5.897 -4.415 4.798 -0.847
C 8.124 -0.486 0.720 -0.597
H -3.896 4.173 -0.712 0.562
H -5.554 3.004 -3.623 0.343
H 5.324 1.376 3.964 0.068
H -7.131 1.724 -1.874 0.223
H -6.039 3.625 1.619 -0.001
H 1.023 -3.557 -4.347 0.346
H -3.710 2.729 -1.726 0.202
H 0.910 3.807 -2.737 0.412
H -8.823 3.972 -4.492 0.229
H -7.290 3.269 -5.112 0.331
H 7.354 4.602 -1.500 0.216
H -5.112 5.530 3.113 0.290
H 1.374 -5.309 -4.521 0.312
H 8.924 -1.947 -0.621 0.176
H 10.099 -1.754 2.124 0.342
H -1.243 1.409 -0.824 0.280
H -5.629 1.379 -2.044 0.223
H -6.323 3.980 -0.877 0.300
H 0.652 0.183 -8.199 0.271
H 5.373 -4.829 5.660 0.304
H -1.245 -5.973 -5.508 0.313
H 0.423 3.354 -4.849 0.453
H 2.414 3.221 2.057 0.436
H -8.062 -3.907 1.437 0.330
H -4.740 0.998 3.341 0.441
H 2.193 2.638 -3.271 0.436
H 3.386 1.705 0.377 0.334
H 11.071 -0.153 0.305 0.243
H 4.127 -3.444 2.923 0.464
H 8.353 0.108 1.605 0.297
H -4.585 4.921 4.674 0.269
H -3.187 -2.120 -0.747 0.026
H 2.162 0.253 -7.273 0.301
H -0.853 -0.450 -2.649 0.046
H -0.523 -5.084 -2.933 -0.009
H -6.848 -3.059 -1.678 0.323
H 5.729 0.244 1.035 0.163
H 1.971 1.202 -5.048 0.496
H -7.243 1.379 3.356 0.326
H 9.276 -3.114 1.337 0.344
H 9.884 0.396 -0.820 0.276
H 4.341 -1.037 3.807 -0.491
H 2.167 -2.057 5.887 0.382
H 3.369 -3.743 4.534 0.441
H -6.298 5.044 4.399 0.326
H 6.972 -4.544 4.923 0.288
H 5.819 -5.060 3.923 0.316
H -2.496 -5.596 -4.634 0.250
H 0.672 2.701 0.195 0.287
H 6.182 6.427 0.966 0.141
H 1.564 0.894 3.350 0.069
H -1.556 -0.068 0.045 0.248
H 0.033 -2.275 -1.325 0.317
H 3.712 -1.578 6.377 0.443
H 3.112 2.369 7.093 0.222
H 0.365 -4.373 -5.651 0.402
H -7.232 0.401 0.865 0.249
H -1.361 3.226 -3.387 0.212
H 5.314 5.138 1.811 0.207
H 7.154 6.149 -0.629 0.153
H -4.742 0.860 1.558 -0.066
H -5.882 -5.771 -1.404 0.311
H -6.024 -4.826 0.828 0.219
H -4.471 -1.113 -1.416 0.316
H 2.271 0.456 0.989 -0.135
H -6.561 -2.395 -0.055 -0.054
H 10.899 -2.621 0.883 0.427
H -7.611 -5.367 -1.648 0.391
H 1.670 -2.291 3.735 0.346
H 0.705 0.225 -4.525 0.082
H -5.500 -0.289 2.614 0.376
H 2.412 1.830 5.481 0.244
H -1.516 -0.974 -4.156 0.507
H -7.226 3.717 2.953 0.479
H -1.488 2.230 -4.658 0.258
H -0.220 2.873 1.691 0.440
H 3.630 1.718 4.113 0.220
H 2.875 -0.364 5.857 0.219
H 5.916 -0.920 2.352 0.207
H -2.045 1.471 0.665 0.456
H -2.511 -3.716 -3.099 0.271
H 0.852 2.207 -2.045 -0.143
H -7.117 -6.648 -0.477 0.527
H -4.330 2.644 -0.092 -0.050
H -7.599 5.031 -5.090 0.278
H 0.282 -4.253 -0.303 0.139
H -1.912 -3.151 -4.689 0.353
H 2.451 -1.587 2.452 0.107
H 0.961 2.384 3.702 0.303
H -4.604 -1.567 0.266 0.371
H 0.963 -0.937 -6.847 0.201
H 0.355 -0.936 -0.347 -0.213
H -8.177 -5.543 1.071 0.322
H -2.529 -1.359 -2.785 0.273
H 2.040 -4.481 -0.009 0.233
H 3.675 1.140 1.939 -0.460
H 4.893 -1.283 0.920 0.020
H -6.664 1.844 0.550 0.190
H 7.800 0.293 0.030 0.285
H -5.418 4.741 -3.139 0.413